Record 1
# C11H17BN6O3PdS

A molecular structure, C11H17BN6O3PdS in a non-equilibrium geometry (wB97M-V/def2-TZVPD, the OMol25 dataset).

As for the energy above the lowest of the compared OMol25 structures with the same formula, charge and spin: 0.0 kJ/mol. Its expectation value of S² is 6.044. For the HOMO energy (alpha / beta), the calculation gives -0.5781 / -0.5632 Eh.

Geometry as ORCA input:
```
! wB97M-V def2-TZVPD RIJCOSX def2/J DEFGRID3
* xyz 2 5
H -1.976 -2.842 -0.460
N -1.405 -1.073 -1.487
B -0.945 0.733 -3.238
N -1.507 -0.645 -2.791
C -2.127 -1.605 -3.523
Pd -0.744 0.153 0.156
H -2.315 -1.455 -4.568
C -2.412 -2.678 -2.666
H -2.883 -3.593 -2.915
C -1.945 -2.296 -1.386
H -1.149 0.964 -4.390
C 3.352 1.577 2.822
H 3.154 2.049 3.788
H 2.410 1.439 2.285
H 4.013 2.217 2.232
N 0.616 0.663 -2.946
N -1.567 1.791 -2.287
N 1.011 0.300 -1.690
N -1.515 1.616 -0.919
C 1.722 0.853 -3.714
C -2.227 2.939 -2.534
H 1.609 1.122 -4.762
H -2.406 3.256 -3.553
C 2.826 0.639 -2.899
C -2.564 3.521 -1.314
C 2.333 0.311 -1.626
C -2.104 2.662 -0.320
H 3.871 0.713 -3.163
H -3.074 4.453 -1.152
H 2.836 0.083 -0.679
H -2.129 2.711 0.758
H 3.806 0.641 2.971
C -0.852 -1.197 3.679
S -1.312 -1.612 2.007
O 0.003 -1.567 1.228
O -1.968 -2.895 1.955
O -2.231 -0.442 1.602
H -0.308 -2.050 4.092
H -1.783 -1.027 4.226
H -0.229 -0.297 3.684
*
```

---

Record 2
# C11H17BN6O3PtS

A molecular structure, C11H17BN6O3PtS in a non-equilibrium geometry (wB97M-V/def2-TZVPD, the OMol25 dataset).

As for the energy above the lowest of the compared OMol25 structures with the same formula, charge and spin: 0.0 kJ/mol. Its expectation value of S² is 6.053. For the HOMO energy (alpha / beta), the calculation gives -0.5758 / -0.5803 Eh.

Geometry as ORCA input:
```
! wB97M-V def2-TZVPD RIJCOSX def2/J DEFGRID3
* xyz 2 5
H 0.924 3.242 0.906
N 0.612 1.804 -0.591
B 0.267 0.507 -2.771
N 0.512 1.812 -1.958
C 0.829 3.050 -2.384
Pt -0.001 0.354 0.597
H 0.883 3.255 -3.444
C 1.029 3.859 -1.269
H 1.271 4.905 -1.256
C 0.860 3.060 -0.150
H 0.484 0.606 -3.941
C -2.615 -2.802 3.493
H -2.239 -3.255 4.418
H -1.760 -2.471 2.891
H -3.183 -3.554 2.934
N -1.221 0.036 -2.468
N 1.184 -0.518 -2.042
N -1.578 -0.139 -1.183
N 1.199 -0.623 -0.684
C -2.295 -0.294 -3.249
C 2.112 -1.368 -2.535
H -2.233 -0.230 -4.331
H 2.302 -1.392 -3.599
C -3.329 -0.672 -2.385
C 2.656 -2.078 -1.473
C -2.820 -0.552 -1.076
C 2.043 -1.617 -0.315
H -4.322 -0.992 -2.644
H 3.407 -2.844 -1.511
H -3.258 -0.737 -0.102
H 2.131 -1.893 0.720
H -3.217 -2.000 3.718
C 0.579 0.791 4.095
S 1.732 0.055 2.937
O 3.082 0.267 3.377
O 1.259 -1.311 2.649
O 1.614 0.955 1.639
H 1.014 0.668 5.090
H -0.374 0.261 4.026
H 0.459 1.855 3.867
*
```

---

Record 3
# C11H17F2N4O7S

3 unconnected molecules or ions with the total composition C11H17F2N4O7S in a non-equilibrium geometry (wB97M-V/def2-TZVPD, the OMol25 dataset).

As for the energy above the lowest of the compared OMol25 structures with the same formula, charge and spin: 35.1 kJ/mol. For the HOMO energy, the calculation gives -0.4976 Eh.

Geometry as ORCA input:
```
! wB97M-V def2-TZVPD RIJCOSX def2/J DEFGRID3
* xyz 1 1
C -0.671 -1.842 0.103
C -0.885 -0.354 -0.165
O -0.813 -0.044 -1.552
C 0.017 0.535 0.683
N 1.375 0.647 0.172
N 1.752 0.822 -1.122
C 3.085 0.872 -1.160
N 3.842 1.014 -2.247
N 3.582 0.759 0.083
C 2.521 0.619 0.860
S 2.698 0.445 2.594
H 0.353 -2.082 0.359
H -0.988 -2.371 -0.786
H -1.350 -2.162 0.877
H -1.894 -0.117 0.144
H -0.231 -0.694 -1.955
H -0.423 1.515 0.812
H 0.107 0.078 1.657
H 1.124 0.917 -1.912
H 4.819 0.811 -2.145
H 3.485 1.277 -3.145
H 3.483 -0.639 2.542
C 1.218 4.046 -2.395
C 0.995 3.528 -3.792
O -0.258 4.061 -4.119
C -0.412 5.228 -3.401
O -1.226 6.045 -3.611
O 0.530 5.288 -2.411
F 0.935 2.150 -3.804
H 0.766 3.391 -1.645
H 2.271 4.193 -2.158
H 1.736 3.852 -4.525
C -3.809 -4.735 4.209
C -3.246 -3.334 4.161
O -2.088 -3.499 3.353
C -2.314 -4.565 2.527
O -1.660 -4.827 1.576
O -3.389 -5.265 2.945
F -2.875 -2.883 5.382
H -3.364 -5.318 5.016
H -4.892 -4.762 4.298
H -3.906 -2.599 3.698
*
```

---

Record 4
# C11H17IrN2O4S3

A molecular structure, C11H17IrN2O4S3 in a non-equilibrium geometry (wB97M-V/def2-TZVPD, the OMol25 dataset).

As for the energy above the lowest of the compared OMol25 structures with the same formula, charge and spin: 258.7 kJ/mol. Its expectation value of S² is 0.803. For the HOMO energy (alpha / beta), the calculation gives -0.4784 / -0.4772 Eh.

Geometry as ORCA input:
```
! wB97M-V def2-TZVPD RIJCOSX def2/J DEFGRID3
* xyz 1 2
Ir 0.262 -0.118 -0.666
S 3.022 3.492 0.314
C 2.007 2.215 0.021
S 2.163 0.674 0.799
S 0.673 2.286 -1.076
C -1.688 1.595 1.856
C -2.385 0.404 1.219
O -2.024 0.251 -0.158
H -2.069 1.748 2.861
H -1.858 2.504 1.278
H -0.615 1.399 1.926
H -3.473 0.516 1.288
H -2.092 -0.527 1.712
H -2.349 1.024 -0.648
C 2.818 -4.229 -0.491
C 1.802 -4.642 -1.546
C 0.359 -4.251 -1.161
C -0.616 -4.639 -2.292
C -2.062 -4.246 -2.025
C -0.044 -5.051 0.078
O -0.027 -6.252 0.080
N -0.432 -4.329 1.170
C -0.495 -2.944 1.306
O -0.918 -2.437 2.309
N -0.060 -2.227 0.224
C 0.326 -2.765 -0.920
O 0.689 -1.974 -1.826
H 3.811 -4.542 -0.798
H 2.601 -4.699 0.466
H 2.828 -3.149 -0.357
H 1.828 -5.725 -1.681
H 2.038 -4.163 -2.498
H -0.555 -5.724 -2.408
H -0.271 -4.169 -3.214
H -2.441 -4.717 -1.121
H -2.680 -4.580 -2.854
H -2.171 -3.166 -1.930
H -0.709 -4.862 1.992
*
```

---

Record 5
# C11H17N

2 unconnected molecules or ions with the total composition C11H17N in a non-equilibrium geometry (wB97M-V/def2-TZVPD, the OMol25 dataset).

As for the energy above the lowest of the compared OMol25 structures with the same formula, charge and spin: 279.5 kJ/mol. As for the SMILES: C=C(C)[C@@H]1CN1.C#C/C(C)=C/C. For the HOMO energy, the calculation gives -0.3174 Eh.

Geometry as ORCA input:
```
! wB97M-V def2-TZVPD RIJCOSX def2/J DEFGRID3
* xyz 0 1
C 0.301 0.332 3.367
C -1.015 0.561 2.703
C -1.156 1.247 1.572
C -2.222 0.025 3.399
C -2.989 -1.190 3.013
C -0.156 0.586 -1.881
C 0.861 -0.412 -2.372
C 1.947 -0.131 -3.103
C 2.327 1.321 -3.390
C 2.847 -1.197 -3.488
C 3.709 -1.998 -3.790
H 1.148 0.802 2.817
H 0.223 0.746 4.396
H 0.503 -0.756 3.397
H -0.296 1.620 1.034
H -2.136 1.437 1.133
H -2.208 0.203 4.490
H -3.439 -1.806 3.783
H -2.646 -1.774 2.152
H -4.260 0.383 3.395
H 0.319 1.264 -1.161
H -1.020 0.076 -1.410
H -0.516 1.226 -2.680
H 0.659 -1.467 -2.084
H 3.237 1.390 -3.990
H 2.484 1.866 -2.440
H 1.500 1.800 -3.947
H 4.446 -2.696 -4.106
N -3.531 0.119 2.720
*
```

---

Record 6
# C11H17N2

2 unconnected molecules or ions with the total composition C11H17N2 in a non-equilibrium geometry (wB97M-V/def2-TZVPD, the OMol25 dataset).

As for the energy above the lowest of the compared OMol25 structures with the same formula, charge and spin: 255.3 kJ/mol. For the HOMO energy, the calculation gives -0.3938 Eh.

Geometry as ORCA input:
```
! wB97M-V def2-TZVPD RIJCOSX def2/J DEFGRID3
* xyz 1 1
C 1.883 0.489 2.841
C -0.707 -1.186 0.691
C -0.152 -0.072 1.283
C 0.937 -0.383 2.050
C 1.169 -1.765 1.767
C -2.045 -1.253 0.150
C -2.828 -0.214 0.189
C -0.950 1.068 1.353
C -2.248 0.989 0.835
N 0.063 -2.293 1.077
H -0.082 -3.265 0.844
H -2.319 -2.355 -0.126
H 1.995 -2.290 2.065
H -3.884 -0.334 -0.206
H -0.548 2.113 1.466
H 2.356 1.163 2.146
H 2.597 -0.204 3.376
H -3.012 1.770 1.042
H 1.439 0.993 3.662
C 0.598 0.004 -2.227
C -0.743 0.824 -2.403
N 1.812 0.873 -2.530
H 0.632 -0.250 -1.181
H 0.775 -0.854 -2.817
H -0.866 1.164 -3.489
H -0.676 1.786 -1.706
H 1.630 1.829 -2.931
H 2.502 0.937 -1.722
H 2.352 0.425 -3.430
H -1.680 0.289 -2.068
*
```

---

E_tot in hartree, matching the order above: -1533.790079; -1525.159808; -1772.766419; -2138.419684; -483.939107; -538.543435